{
  "formula": "C7H5Cl2CuN3O4Se",
  "method": "ωB97M-V with the def2-TZVPD basis set",
  "multiplicity": 1,
  "homo_ha": -0.205,
  "e_lumo_ev": 2.69,
  "orbital_gap_ev": 8.276,
  "charge": -1,
  "elements": ["Cu", "O", "C", "O", "C", "C", "N", "N", "C", "C", "O", "O", "H", "H", "H", "Cl", "C", "Cl", "H", "H", "Se", "C", "N"],
  "xyz": [[0.100, -0.352, -1.452], [-0.949, -4.249, 2.697], [-2.076, -4.025, 2.050], [-3.110, -4.589, 2.334], [-2.032, -3.036, 0.940], [-3.131, -2.685, 0.179], [-2.726, -1.768, -0.710], [-1.426, -1.505, -0.580], [-0.982, -2.250, 0.416], [0.485, -2.131, 0.746], [0.922, -2.805, 1.695], [1.151, -1.354, 0.008], [-0.182, -3.691, 2.331], [-4.148, -3.032, 0.236], [-3.227, -1.312, -1.472], [2.157, 2.168, -0.135], [3.205, 0.809, -0.570], [4.922, 1.181, -0.296], [3.070, 0.611, -1.627], [2.922, -0.042, 0.037], [-0.327, 0.862, -3.365], [-2.068, 0.298, -3.216], [-3.153, -0.090, -3.093]],
  "forces_ev_per_angstrom": [[0.12, -0.15, 0.06], [-0.03, -0.02, 0.01], [0.00, 0.00, 0.00], [-0.01, -0.01, 0.00], [-0.01, 0.06, 0.06], [0.01, -0.02, 0.02], [0.01, -0.07, -0.05], [-0.08, 0.05, 0.01], [0.00, -0.02, -0.06], [-0.04, -0.07, -0.04], [0.03, 0.01, 0.02], [0.00, 0.13, -0.02], [0.00, 0.01, -0.01], [0.00, -0.02, -0.01], [0.03, 0.04, 0.05], [0.03, 0.01, 0.01], [-0.02, 0.04, 0.04], [0.01, 0.00, 0.00], [0.00, -0.03, 0.01], [0.01, -0.01, -0.04], [0.02, 0.11, -0.05], [-0.04, -0.05, -0.04], [-0.02, 0.00, 0.03]]
}